#1
Molecular formula: C17H21NO4S
Method: DFT, wB97M-V/def2-TZVPD

Summary:
Total charge: 0
SMILES: CCc1ccc(CCC(=O)Nc2sc(C)c(C)c2C(=O)OC)o1
HOMO-LUMO gap (eV): 8.7

```
44
C17H21NO4S | the OMol25 dataset | wB97M-V/def2-TZVPD
C -6.58 -1.44 0.76
H -7.60 -1.59 1.11
H -6.59 -1.41 -0.33
H -5.97 -2.28 1.08
C -6.01 -0.13 1.32
C -4.62 0.10 0.85
C -3.41 -0.12 1.43
C -2.43 0.26 0.48
C -3.11 0.69 -0.62
O -4.44 0.59 -0.40
C -2.66 1.22 -1.94
H -2.53 2.31 -1.87
H -3.44 1.02 -2.67
C -1.33 0.61 -2.38
C -0.18 1.20 -1.59
O -0.09 2.38 -1.30
N 0.79 0.31 -1.24
C 1.90 0.71 -0.54
C 2.94 -0.12 -0.15
C 3.95 0.60 0.58
C 3.64 1.92 0.70
S 2.12 2.34 -0.06
C 4.42 2.99 1.38
H 4.56 2.76 2.43
H 5.41 3.10 0.92
H 3.89 3.94 1.30
C 5.19 -0.02 1.13
H 5.79 0.72 1.64
H 4.93 -0.81 1.83
H 5.77 -0.47 0.33
C 2.90 -1.53 -0.49
O 1.99 -2.06 -1.11
O 3.96 -2.23 -0.07
C 3.95 -3.62 -0.38
H 4.87 -4.03 0.03
H 3.08 -4.11 0.06
H 3.92 -3.76 -1.47
H 0.78 -0.68 -1.47
H -1.16 0.86 -3.43
H -1.34 -0.47 -2.28
H -1.37 0.23 0.62
H -3.24 -0.50 2.42
H -6.64 0.70 0.99
H -6.01 -0.17 2.41
```

#2
Molecular formula: C17H21NO4S
Method: DFT, wB97M-V/def2-TZVPD

Summary:
Total charge: 0
SMILES: CCSCc1cccc2c1C(=O)N(CCCCOC(C)=O)C2=O
HOMO-LUMO gap (eV): 8.1

```
44
C17H21NO4S | the OMol25 dataset | wB97M-V/def2-TZVPD
C 6.10 -1.15 1.48
C 5.27 -0.08 0.66
S 3.62 -0.79 0.18
C 3.11 0.29 -1.23
C 1.75 1.02 -1.00
C 1.71 2.33 -0.32
C 0.46 3.06 -0.08
C -0.79 2.45 -0.57
C -0.72 1.18 -1.25
C 0.52 0.42 -1.47
C 0.23 -0.93 -2.19
O 1.04 -1.71 -2.61
N -1.19 -0.95 -2.25
C -1.89 -2.22 -1.96
C -2.80 -2.21 -0.68
C -2.02 -2.02 0.68
C -2.46 -0.77 1.52
O -3.88 -0.50 1.45
C -4.21 0.63 2.21
C -3.63 2.02 1.73
O -4.92 0.59 3.17
C -1.81 0.29 -1.91
O -2.96 0.55 -2.16
H 5.38 -1.92 1.85
H 6.63 -0.60 2.30
H 6.82 -1.66 0.79
H 5.82 0.29 -0.25
H 5.04 0.84 1.27
H 3.01 -0.32 -2.17
H 3.88 1.09 -1.42
H 2.65 2.80 0.06
H 0.44 4.05 0.43
H -1.77 2.95 -0.44
H -1.21 -3.11 -1.94
H -2.59 -2.40 -2.84
H -3.28 -3.23 -0.64
H -3.67 -1.50 -0.79
H -2.20 -2.93 1.33
H -0.92 -1.97 0.48
H -1.81 0.10 1.25
H -2.24 -1.01 2.60
H -2.61 2.22 2.14
H -4.32 2.85 1.98
H -3.56 1.95 0.61
```

Most stable = #1

#1
Molecular formula: C2HIN2O
Method: DFT, wB97M-V/def2-TZVPD

Summary:
Total charge: +2
SMILES: Ic1[n+]#co[nH+]1
HOMO-LUMO gap (alpha / beta) (eV): 9.8 / 6.7

```
7
C2HIN2O | the OMol25 dataset | wB97M-V/def2-TZVPD
C 1.58 -1.89 0.76
C 0.10 -0.63 1.50
N 1.02 -1.63 1.83
N 0.20 -0.34 0.20
O 1.14 -1.03 -0.38
I -1.02 0.21 3.01
H -0.35 0.51 -0.24
```

#2
Molecular formula: C2HIN2O
Method: DFT, wB97M-V/def2-TZVPD

Summary:
Total charge: +2
HOMO-LUMO gap (eV): 7.9

```
7
C2HIN2O | the OMol25 dataset | wB97M-V/def2-TZVPD
C -1.19 -1.15 0.47
C 0.58 -0.31 -0.15
N 0.08 -1.32 0.34
N 0.24 0.89 -0.38
O -2.24 -0.85 0.48
I 2.40 1.16 0.41
H 0.13 1.58 -1.18
```

Most stable = #2

#1
Molecular formula: C3H6O2
Method: DFT, wB97M-V/def2-TZVPD

Summary:
Total charge: 0
SMILES: O=CCCO
HOMO-LUMO gap (eV): 10.5

```
11
C3H6O2 | the OMol25 dataset | wB97M-V/def2-TZVPD
O 1.13 -0.86 0.03
C 0.92 0.57 0.18
C -0.49 0.70 -0.35
C -0.88 -0.76 -0.22
O -1.45 -1.19 0.79
H 0.57 -1.26 0.97
H 1.68 1.04 -0.45
H 1.09 0.89 1.22
H -0.55 1.03 -1.39
H -1.16 1.30 0.28
H -0.87 -1.46 -1.06
```

#2
Molecular formula: C3H6O2
Method: DFT, wB97M-V/def2-TZVPD

Summary:
Total charge: 0
SMILES: COCC=O
HOMO-LUMO gap (eV): 10.7

```
11
C3H6O2 | the OMol25 dataset | wB97M-V/def2-TZVPD
C -0.51 -0.91 1.23
O 0.64 -0.53 0.51
C 0.51 0.69 -0.16
C 0.28 0.48 -1.65
O 0.20 1.39 -2.44
H -0.66 -0.28 2.11
H -1.42 -0.87 0.60
H -0.36 -1.95 1.55
H 1.43 1.27 -0.04
H -0.31 1.31 0.24
H 0.19 -0.59 -1.96
```

Most stable = #2

#1
Molecular formula: C3H6O2
Method: DFT, wB97M-V/def2-TZVPD

Summary:
Total charge: 0
SMILES: C=CO.C=O
HOMO-LUMO gap (eV): 9.3

```
11
C3H6O2 | the OMol25 dataset | wB97M-V/def2-TZVPD
O -0.72 -1.55 1.15
C -0.58 -1.83 0.00
H -1.42 -2.18 -0.63
H 0.37 -1.92 -0.56
C 1.60 1.12 -0.73
C 0.28 1.29 -0.72
O -0.53 1.14 0.35
H 2.21 1.67 -1.43
H 2.10 0.39 -0.11
H -0.23 1.68 -1.59
H -0.40 0.37 0.92
```

#2
Molecular formula: C3H6O2
Method: DFT, wB97M-V/def2-TZVPD

Summary:
Total charge: 0
HOMO-LUMO gap (eV): 9.2

```
11
C3H6O2 | the OMol25 dataset | wB97M-V/def2-TZVPD
O -0.45 -1.00 1.43
C 0.34 -0.09 0.69
C 0.95 -0.75 -0.53
O -0.34 0.28 -1.44
C -0.51 0.88 -0.12
H -0.33 -1.85 0.98
H 1.03 0.41 1.38
H 1.81 -0.16 -0.89
H -0.86 -0.53 -1.47
H -0.09 1.88 -0.19
H -1.57 0.93 0.17
```

#3
Molecular formula: C3H6O2
Method: DFT, wB97M-V/def2-TZVPD

Summary:
Total charge: 0
HOMO-LUMO gap (eV): 9.2

```
11
C3H6O2 | the OMol25 dataset | wB97M-V/def2-TZVPD
O 0.92 1.04 0.86
C 1.05 0.29 -0.30
C 0.38 -1.05 -0.02
C -0.77 -0.24 -0.52
O -1.61 0.36 0.38
H 1.29 1.91 0.67
H 0.03 0.66 -1.07
H 0.30 -1.32 1.04
H 0.71 -1.88 -0.64
H -1.28 -0.54 -1.44
H -1.03 0.78 1.04
```

Most stable = #1

#1
Molecular formula: C3H6O2
Method: DFT, wB97M-V/def2-TZVPD

Summary:
Total charge: 0
HOMO-LUMO gap (eV): 9.9

```
11
C3H6O2 | the OMol25 dataset | wB97M-V/def2-TZVPD
C -0.55 -0.90 0.57
C 0.08 0.41 0.99
O 0.70 0.95 -0.17
C 0.99 -0.14 -0.96
O 0.03 -1.17 -0.57
H -2.11 0.34 -0.33
H -2.18 -0.31 0.05
H -0.61 1.15 1.41
H 0.81 0.13 1.77
H 0.86 0.10 -2.01
H 1.98 -0.58 -0.75
```

#2
Molecular formula: C3H6O2
Method: DFT, wB97M-V/def2-TZVPD

Summary:
Total charge: 0
SMILES: O=CCCO
HOMO-LUMO gap (eV): 10.6

```
11
C3H6O2 | the OMol25 dataset | wB97M-V/def2-TZVPD
O -1.35 0.64 -0.85
C -1.02 -0.21 0.24
C 0.48 -0.55 0.19
C 1.45 0.53 -0.13
O 2.48 0.13 -0.65
H -2.27 0.92 -0.76
H -1.63 -1.13 0.23
H -1.28 0.30 1.19
H 1.09 -1.16 -0.56
H 0.77 -1.08 1.11
H 1.28 1.61 0.00
```

Most stable = #2

#1
Molecular formula: C3H6O2
Method: DFT, wB97M-V/def2-TZVPD

Summary:
Total charge: 0
SMILES: CC(=O)CO
HOMO-LUMO gap (eV): 11.1

```
11
C3H6O2 | the OMol25 dataset | wB97M-V/def2-TZVPD
C 0.33 0.42 -1.46
C 0.43 0.10 0.01
O 1.51 0.14 0.56
C -0.77 -0.30 0.86
O -0.33 -0.87 2.05
H 0.22 1.50 -1.61
H -0.49 -0.09 -1.98
H 1.29 0.13 -1.88
H -1.42 -1.00 0.32
H -1.37 0.61 1.04
H 0.61 -0.63 2.10
```

#2
Molecular formula: C3H6O2
Method: DFT, wB97M-V/def2-TZVPD

Summary:
Total charge: 0
HOMO-LUMO gap (eV): 9.2

```
11
C3H6O2 | the OMol25 dataset | wB97M-V/def2-TZVPD
O 0.66 1.03 0.65
C 1.00 0.03 -0.24
C 1.54 -1.13 0.08
C -2.06 0.31 -0.90
O -2.08 0.86 0.28
H 0.94 0.75 1.53
H 0.72 0.32 -1.24
H 1.78 -1.42 1.10
H 1.75 -1.86 -0.70
H -3.11 -0.05 -1.02
H -1.16 1.16 0.48
```

Most stable = #1

#1
Molecular formula: C3H6O2
Method: DFT, wB97M-V/def2-TZVPD

Summary:
Total charge: 0
SMILES: O/C=C\CO
HOMO-LUMO gap (eV): 10.0

```
11
C3H6O2 | the OMol25 dataset | wB97M-V/def2-TZVPD
O -1.91 -0.19 -0.15
C -1.11 0.69 0.49
C 0.22 0.57 0.63
C 0.95 -0.59 0.03
O 0.74 -0.67 -1.38
H -1.34 -0.82 -0.62
H 0.79 0.24 -1.71
H -1.68 1.53 0.88
H 0.76 1.36 1.15
H 0.56 -1.55 0.41
H 2.01 -0.57 0.28
```

#2
Molecular formula: C3H6O2
Method: DFT, wB97M-V/def2-TZVPD

Summary:
Total charge: 0
SMILES: O=CO.C=C
HOMO-LUMO gap (eV): 10.5

```
11
C3H6O2 | the OMol25 dataset | wB97M-V/def2-TZVPD
C -0.74 1.35 1.86
C 0.65 1.26 1.58
H -1.19 1.82 1.03
H -1.18 0.98 2.80
H 0.97 1.71 0.65
H 1.32 0.84 2.39
O 1.26 -0.86 -2.78
C 0.42 -1.61 -2.28
O -0.86 -1.15 -2.03
H 0.43 -2.71 -2.01
H -1.09 -1.64 -1.23
```

Most stable = #1

#1
Molecular formula: C3H6O2
Method: DFT, wB97M-V/def2-TZVPD

Summary:
Total charge: 0
SMILES: COCC=O
HOMO-LUMO gap (eV): 10.2

```
11
C3H6O2 | the OMol25 dataset | wB97M-V/def2-TZVPD
C -1.17 -0.72 0.08
C 0.24 1.01 -0.12
C 1.50 0.16 -0.07
H -1.91 -1.59 -0.46
H -1.59 -0.26 1.06
H -0.22 -1.21 0.20
H 0.48 1.78 -0.79
H -0.28 1.15 0.87
H 2.42 0.40 0.44
O -0.87 0.30 -0.76
O 1.41 -1.02 -0.44
```

#2
Molecular formula: C3H6O2
Method: DFT, wB97M-V/def2-TZVPD

Summary:
Total charge: 0
SMILES: O=CCCO
HOMO-LUMO gap (eV): 10.9

```
11
C3H6O2 | the OMol25 dataset | wB97M-V/def2-TZVPD
O 0.35 1.43 1.07
C 0.90 0.66 0.03
C 0.26 -0.73 -0.06
C -1.21 -0.66 -0.38
O -1.96 0.21 0.03
H 1.97 0.54 0.25
H 0.81 1.16 -0.94
H 0.34 -1.22 0.92
H 0.78 -1.35 -0.79
H -1.62 -1.45 -1.04
H -0.61 1.41 0.92
```

Most stable = #2